{"formula": "C22H64NO10S", "method": "the ωB97M-V functional and the def2-TZVPD basis", "species": ["C", "C", "C", "C", "C", "C", "C", "C", "C", "N", "C", "C", "C", "C", "S", "C", "O", "O", "H", "H", "H", "H", "H", "H", "H", "H", "H", "H", "H", "H", "H", "H", "H", "H", "H", "H", "H", "H", "H", "H", "H", "H", "H", "H", "H", "H", "H", "H", "H", "H", "C", "O", "H", "H", "H", "H", "C", "O", "H", "H", "H", "H", "C", "O", "H", "H", "H", "H", "C", "O", "H", "H", "H", "H", "C", "O", "H", "H", "H", "H", "C", "O", "H", "H", "H", "H", "C", "O", "H", "H", "H", "H", "C", "O", "H", "H", "H", "H"], "coordinates": [[-1.4556, -0.7421, -4.8112], [-2.1121, -1.6508, -3.7610], [-2.9879, -0.8673, -2.7691], [-3.0321, -1.5111, -1.3808], [-1.8251, -1.0627, -0.5346], [-2.1853, -0.2996, 0.7430], [-0.9705, -0.1797, 1.6702], [0.0104, 0.8633, 1.1057], [1.4762, 0.6189, 1.4607], [2.4370, 0.6937, 0.2883], [2.2325, 1.9298, -0.5916], [3.6068, 2.5191, -0.9384], [1.3646, 1.7294, -1.8360], [0.5855, 3.0327, -2.1373], [2.5613, -0.9166, -0.4993], [3.7275, -0.7016, -1.8014], [1.2779, -1.3268, -0.9256], [3.2015, -1.6764, 0.5210], [-0.4337, -0.4795, -4.5284], [-2.0129, 0.1870, -4.9238], [-1.4021, -1.2245, -5.7852], [-1.3541, -2.2225, -3.2249], [-2.7492, -2.3513, -4.2997], [-3.9972, -0.8090, -3.1798], [-2.5915, 0.1489, -2.6958], [-3.9760, -1.2990, -0.8887], [-2.9871, -2.5944, -1.5018], [-1.2234, -0.4101, -1.1733], [-1.1815, -1.9105, -0.2928], [-3.0369, -0.7357, 1.2602], [-2.4214, 0.7252, 0.4397], [-1.3343, 0.1374, 2.6487], [-0.5016, -1.1545, 1.8228], [-0.1562, 0.9030, 0.0352], [-0.2786, 1.8227, 1.5314], [1.8177, 1.3997, 2.1378], [1.6290, -0.3367, 1.9578], [3.3691, 0.7833, 0.7014], [1.7223, 2.6549, 0.0387], [3.6054, 3.6020, -0.8757], [4.3984, 2.1257, -0.2978], [3.8804, 2.2346, -1.9524], [1.9634, 1.5012, -2.7153], [0.6311, 0.9360, -1.7254], [1.0592, 3.8970, -1.6733], [0.5190, 3.2022, -3.2067], [-0.4249, 2.9663, -1.7354], [4.6635, -0.4121, -1.3243], [3.8340, -1.6986, -2.2214], [3.4369, 0.0570, -2.5162], [-2.9170, -2.7359, 3.0385], [-4.1561, -2.0367, 3.1909], [-2.9767, -3.2846, 2.1025], [-2.0748, -2.0424, 2.9941], [-2.7541, -3.4417, 3.8524], [-4.1190, -1.5483, 4.0184], [-0.4734, 1.2214, 5.5510], [-0.5701, -0.1574, 5.2113], [-1.4391, 1.5242, 5.9463], [0.2878, 1.3942, 6.3150], [-0.2477, 1.8376, 4.6735], [0.2821, -0.4396, 4.8697], [-4.3240, 2.4050, -1.0874], [-3.2889, 3.3653, -1.3067], [-3.8968, 1.4214, -1.2624], [-4.6880, 2.4564, -0.0582], [-5.1529, 2.5527, -1.7824], [-3.6587, 4.2396, -1.1596], [7.9493, 1.8604, -0.1243], [6.6319, 1.5281, 0.3457], [7.8739, 2.8099, -0.6453], [8.6436, 1.9680, 0.7084], [8.3277, 1.1085, -0.8155], [6.7000, 0.6915, 0.8149], [-7.4886, -0.6772, 3.0207], [-6.8123, -1.3462, 1.9648], [-8.5561, -0.7905, 2.8507], [-7.2369, -1.1214, 3.9870], [-7.2470, 0.3893, 3.0421], [-5.8606, -1.2610, 2.1218], [-7.1849, -0.8897, -1.7346], [-6.1755, -1.3911, -0.8735], [-6.8669, -1.0760, -2.7587], [-8.1391, -1.3957, -1.5669], [-7.3287, 0.1873, -1.6023], [-6.4423, -1.2252, 0.0413], [0.8942, -3.9822, 2.0016], [-0.2582, -4.3172, 2.7624], [0.6987, -3.0215, 1.5275], [1.7813, -3.8894, 2.6346], [1.0893, -4.7200, 1.2197], [-0.1008, -5.1674, 3.1823], [11.5420, 0.7559, -1.7626], [10.8025, 1.9549, -1.5481], [11.1957, 0.0283, -1.0322], [11.3736, 0.3561, -2.7655], [12.6120, 0.9158, -1.6157], [11.1054, 2.6054, -2.1871]], "forces_ev_per_a": [[0.1, -0.1, 0.1], [-0.2, 0.4, -0.3], [0.0, -0.5, -0.1], [0.4, 0.1, -0.1], [-0.3, -0.2, 0.0], [0.7, 0.1, -0.4], [-0.4, 0.2, 0.2], [-0.2, -0.3, 0.4], [-0.4, 0.2, 0.2], [-0.1, 0.3, -0.2], [0.3, 0.5, -0.4], [0.0, -0.5, -0.2], [-0.6, 0.4, -0.2], [0.0, -0.3, 0.3], [0.3, -1.4, 0.3], [0.2, 0.5, 0.4], [-0.4, 0.6, -0.5], [0.4, 0.2, 0.3], [0.0, 0.1, 0.0], [-0.1, 0.0, -0.1], [0.0, 0.0, -0.1], [0.0, -0.1, 0.0], [0.0, -0.3, 0.2], [0.0, 0.2, 0.0], [-0.1, 0.1, 0.1], [0.0, 0.1, 0.1], [-0.2, -0.1, 0.0], [0.2, 0.0, 0.0], [-0.1, -0.1, 0.1], [0.0, 0.0, 0.0], [-0.5, 0.0, 0.2], [0.2, 0.0, 0.1], [0.1, 0.0, -0.2], [0.2, 0.1, 0.0], [0.0, 0.2, -0.3], [0.2, 0.0, 0.0], [0.1, -0.1, -0.1], [0.0, 0.0, 0.0], [-0.1, -0.3, 0.4], [0.0, 0.1, 0.0], [0.1, 0.3, 0.1], [0.1, 0.1, -0.1], [0.2, -0.2, 0.1], [0.1, -0.2, 0.0], [0.1, 0.1, -0.1], [-0.1, 0.1, -0.1], [-0.1, 0.1, 0.0], [0.1, 0.0, 0.0], [-0.1, 0.0, -0.2], [-0.2, -0.2, -0.2], [-0.1, 0.1, 0.0], [0.0, 0.2, 0.0], [0.0, 0.0, 0.0], [-0.1, -0.1, 0.1], [0.0, 0.0, 0.0], [0.0, 0.0, 0.0], [0.1, -0.1, 0.0], [0.0, 0.1, -0.1], [0.0, 0.0, 0.0], [0.0, 0.0, 0.0], [0.0, 0.0, 0.0], [0.0, -0.1, 0.1], [0.1, 0.2, 0.0], [0.1, -0.1, 0.0], [0.0, 0.0, 0.0], [-0.1, -0.1, 0.0], [0.0, 0.0, 0.0], [0.0, 0.0, 0.0], [-0.1, 0.0, 0.0], [-0.2, -0.2, -0.1], [0.0, 0.0, 0.0], [0.0, 0.0, 0.0], [0.0, 0.0, 0.0], [0.1, 0.0, 0.1], [0.1, 0.0, -0.1], [0.2, 0.3, -0.2], [0.0, 0.0, 0.0], [0.0, 0.0, 0.0], [0.0, 0.0, 0.0], [0.0, -0.4, 0.2], [0.0, 0.0, 0.2], [0.0, 0.2, -0.1], [0.0, 0.0, 0.0], [0.0, 0.0, 0.0], [0.0, 0.0, 0.0], [-0.2, -0.1, 0.1], [-0.1, -0.1, 0.1], [0.1, 0.1, -0.1], [0.0, 0.0, 0.0], [0.0, 0.0, 0.0], [0.0, 0.0, 0.0], [-0.1, 0.0, 0.0], [0.0, 0.1, 0.0], [0.0, -0.1, 0.0], [0.0, 0.0, 0.0], [0.0, 0.0, 0.0], [0.0, 0.0, 0.0], [0.0, 0.1, 0.0]], "total_charge": 1, "lumo_energy_ev": -2.48}

{"formula": "C22H64NO13", "method": "the ωB97M-V functional and the def2-TZVPD basis", "species": ["N", "O", "O", "O", "C", "O", "H", "H", "H", "H", "C", "C", "C", "O", "H", "H", "H", "H", "H", "H", "H", "H", "C", "C", "C", "O", "H", "H", "H", "H", "H", "H", "H", "H", "C", "C", "C", "O", "H", "H", "H", "H", "H", "H", "H", "H", "C", "C", "C", "O", "H", "H", "H", "H", "H", "H", "H", "H", "C", "C", "C", "O", "H", "H", "H", "H", "H", "H", "H", "H", "C", "C", "C", "O", "H", "H", "H", "H", "H", "H", "H", "H", "C", "C", "C", "O", "H", "H", "H", "H", "H", "H", "H", "H", "O", "H", "H", "O", "H", "H"], "coordinates": [[9.9593, 14.3272, -12.0256], [9.6779, 14.9781, -11.0019], [9.9667, 14.8933, -13.1426], [10.2700, 13.1172, -11.9355], [8.1400, 10.4151, -12.1546], [9.4289, 10.4618, -11.6237], [8.0789, 10.8654, -13.1591], [7.8271, 9.3760, -12.2643], [7.4050, 10.9358, -11.5241], [9.7465, 11.3720, -11.7256], [11.8955, 11.6367, -16.4962], [10.9860, 12.6201, -15.7928], [9.7268, 11.9858, -15.2342], [11.7541, 13.2111, -14.7536], [11.4383, 11.2587, -17.4163], [12.1470, 10.7790, -15.8711], [12.8184, 12.1444, -16.7870], [10.7143, 13.3947, -16.5282], [9.2659, 12.6389, -14.4918], [9.9653, 11.0328, -14.7530], [8.9877, 11.7911, -16.0160], [11.1707, 13.5831, -14.0738], [13.3218, 18.0900, -10.7608], [11.8549, 17.8225, -10.4205], [11.7280, 17.1270, -9.0900], [11.1364, 19.0678, -10.3172], [13.8508, 18.5332, -9.9128], [13.4264, 18.7692, -11.6123], [13.8246, 17.1577, -11.0334], [11.4327, 17.2304, -11.2428], [12.3969, 16.2665, -9.0750], [10.7119, 16.7404, -8.9790], [11.8845, 17.8323, -8.2777], [11.1715, 19.5012, -11.1753], [6.6395, 14.5595, -12.5084], [5.2095, 14.3290, -12.9593], [4.2502, 14.1231, -11.8112], [4.7008, 15.4207, -13.7321], [7.0289, 13.6158, -12.1122], [6.7171, 15.3385, -11.7493], [7.2832, 14.8337, -13.3493], [5.1885, 13.4118, -13.5707], [4.1765, 15.0157, -11.1895], [4.5959, 13.3048, -11.1762], [3.2681, 13.8781, -12.2179], [5.3814, 15.6757, -14.3637], [14.7047, 14.8204, -13.0535], [14.8040, 13.2988, -13.0062], [13.8805, 12.7115, -11.9523], [14.5291, 12.7390, -14.2886], [13.6494, 15.1139, -13.1217], [15.2068, 15.2098, -13.9390], [15.1377, 15.2693, -12.1567], [15.8381, 12.9974, -12.8167], [13.8731, 13.3498, -11.0602], [14.1770, 11.7027, -11.6779], [12.8476, 12.6962, -12.3088], [13.6541, 13.0699, -14.5552], [13.8432, 11.1496, -8.4279], [12.4118, 10.8335, -8.0446], [11.4296, 11.6334, -8.8732], [12.1801, 9.4171, -8.1455], [14.0628, 12.2192, -8.3144], [14.0456, 10.9380, -9.4800], [14.5707, 10.6091, -7.8220], [12.2445, 11.1099, -6.9956], [11.5733, 11.4777, -9.9490], [11.5800, 12.7049, -8.7141], [10.3812, 11.4341, -8.6485], [11.5939, 9.2495, -8.8895], [7.1252, 13.4019, -8.7075], [7.5063, 14.7882, -8.1992], [7.1236, 14.9516, -6.7397], [8.9027, 14.9952, -8.3173], [6.0448, 13.2573, -8.6847], [7.5901, 12.6408, -8.0639], [7.5513, 13.2194, -9.6968], [6.9497, 15.5192, -8.8067], [7.4859, 15.9058, -6.3586], [7.5195, 14.1229, -6.1555], [6.0318, 14.9825, -6.6639], [9.1178, 14.8575, -9.2547], [13.2295, 18.4050, -15.0190], [12.3556, 17.9884, -16.1751], [12.0973, 16.4969, -16.2018], [11.0837, 18.6523, -16.1384], [14.2831, 18.1765, -15.1774], [12.9437, 17.8544, -14.1136], [13.1175, 19.4711, -14.8066], [12.8618, 18.2545, -17.1194], [11.4607, 16.2316, -17.0440], [11.5919, 16.1815, -15.2840], [13.0314, 15.9382, -16.2415], [11.2021, 19.5901, -15.9647], [8.9476, 17.3751, -14.5181], [9.2281, 16.5478, -14.0899], [9.7360, 17.7110, -14.9782], [8.0444, 17.4195, -10.9431], [8.5729, 16.6163, -10.8210], [8.4657, 17.8583, -11.6900]], "forces_ev_per_a": [[0.1, -0.2, 0.3], [0.0, -0.1, -0.3], [0.1, -0.3, 0.1], [-0.1, 0.7, -0.2], [-0.6, 0.2, -0.5], [0.4, -0.1, 0.1], [0.1, 0.0, 0.2], [0.1, 0.0, 0.2], [0.0, -0.1, 0.0], [0.0, -0.1, 0.1], [0.1, -0.1, -0.4], [0.0, 0.1, -0.1], [-0.1, -0.2, 0.0], [0.2, 0.0, 0.0], [-0.1, 0.0, 0.1], [0.0, 0.1, 0.1], [0.0, -0.1, 0.1], [-0.1, 0.0, 0.2], [0.0, 0.0, 0.0], [0.0, 0.1, 0.1], [0.1, 0.0, 0.0], [-0.2, 0.1, -0.1], [0.1, 0.0, -0.1], [0.5, 0.7, -0.3], [-0.9, -0.4, -0.4], [0.1, -0.2, 0.0], [-0.1, 0.0, 0.0], [-0.1, 0.0, 0.0], [0.0, 0.0, 0.1], [-0.2, -0.1, 0.2], [0.1, 0.1, 0.3], [0.1, 0.0, 0.1], [0.4, 0.0, 0.1], [0.0, 0.0, 0.0], [0.0, -0.2, 0.0], [0.1, 0.0, -0.1], [0.0, -0.1, 0.1], [0.0, -0.1, 0.0], [0.1, 0.1, 0.1], [0.0, 0.0, 0.0], [-0.1, 0.0, 0.0], [0.0, 0.1, -0.1], [0.0, 0.1, -0.1], [-0.1, -0.1, -0.1], [-0.1, 0.0, 0.2], [0.0, 0.1, 0.0], [-0.2, -0.1, 0.0], [0.0, -0.1, -0.4], [-0.1, 0.4, 0.3], [0.1, 0.2, 0.0], [0.1, 0.0, 0.1], [0.1, 0.0, 0.0], [0.0, 0.0, 0.0], [0.0, 0.1, 0.2], [0.1, -0.2, 0.1], [0.0, -0.1, 0.0], [0.1, -0.1, -0.1], [-0.1, -0.3, 0.0], [0.4, 0.4, -0.1], [-0.3, 0.0, 0.0], [0.0, 0.4, -0.5], [0.1, 0.2, 0.1], [-0.2, -0.1, 0.2], [-0.2, -0.2, 0.0], [-0.1, -0.1, 0.0], [0.1, -0.2, 0.0], [0.0, -0.1, 0.1], [0.0, -0.1, 0.1], [0.1, -0.2, 0.1], [0.0, 0.1, -0.1], [0.6, -0.3, 0.4], [-0.2, -0.2, -0.1], [-0.3, 0.3, -0.4], [-0.2, 0.0, -0.1], [0.0, 0.0, -0.2], [-0.2, 0.1, 0.0], [-0.3, 0.1, -0.2], [0.2, 0.1, 0.1], [0.2, -0.1, 0.1], [0.0, 0.0, 0.1], [0.1, -0.2, 0.1], [0.3, -0.1, 0.2], [0.0, -0.2, 0.8], [0.2, 0.1, -0.7], [-0.2, 0.0, 0.4], [-0.1, -0.3, 0.1], [0.0, 0.1, -0.2], [-0.1, 0.2, -0.1], [0.2, 0.0, -0.1], [-0.1, 0.1, 0.1], [0.1, -0.1, -0.1], [0.0, 0.0, 0.0], [0.1, 0.0, -0.1], [0.1, 0.0, 0.0], [0.3, -0.1, 0.1], [0.0, 0.2, 0.0], [-0.3, -0.1, 0.0], [0.0, 0.0, 0.1], [0.0, 0.1, -0.1], [0.0, 0.0, -0.1]], "total_charge": -1, "lumo_energy_ev": 2.35}

> What is the formula in the second record?

C22H64NO13